# 1
A cluster of 2 separate species, C2HFIN in total, computed with the ωB97M-V functional and the def2-TZVPD basis.

Computed properties:
- E_LUMO (alpha / beta): -3.6 / -3.6 eV
- Total charge: 0
- Energy above the lowest of the compared OMol25 structures with the same formula, charge and spin: 105.60 kcal per mole
- Strongest force on any atom: 0.090 hartree/bohr
- Orbital gap (alpha / beta): 6.324 / 6.324 eV
- Highest occupied orbital energy (alpha / beta): -9.90 / -9.90 eV

Positions of all 6 atoms, in Å:
I (-2.1189, -0.7735, 0.0342)
F (-0.3262, 1.1474, -1.2068)
N (1.4517, 0.4804, 2.0357)
C (-0.4987, -0.1540, -1.1242)
C (1.0481, -0.0071, 1.0850)
H (0.4440, -0.6931, -0.8239)

Atom charges from the Mulliken analysis, given in e for atoms 1 to 4: number 1, I, carries 0.3292; number 2, F, carries -0.0484; number 3, N, carries -0.2990; number 4, C, carries -0.0440

# 2
A cluster of 2 separate species, C9H14O2 in total, computed with the ωB97M-V functional and the def2-TZVPD basis.

Computed properties:
- E_LUMO: 0.9 eV
- Total charge: 0
- Energy above the lowest of the compared OMol25 structures with the same formula, charge and spin: 79.27 kcal per mole
- Strongest force on any atom: 0.103 hartree/bohr
- SMILES string: Cc1ccc(O)cc1.CCO
- Orbital gap: 9.215 eV
- Highest occupied orbital energy: -8.32 eV

Positions of all 25 atoms, in Å:
O (-0.1615, -0.8133, 2.0244)
O (3.8317, -0.6226, 0.1656)
C (-1.9487, 1.1059, -0.4369)
C (-2.1924, 0.1113, -1.4507)
C (-1.0859, 0.8958, 0.6333)
C (-0.7348, -0.4080, 0.8750)
C (3.1962, 0.0503, 1.2946)
C (2.4733, 1.2771, 0.7869)
C (-1.5010, -1.1013, -1.3183)
C (-0.8539, -1.4230, -0.0450)
C (-2.7666, 0.6584, -2.7187)
H (2.2872, -0.5149, 1.5036)
H (0.0609, -1.7558, 2.0720)
H (-0.7572, -2.4902, 0.0689)
H (3.9289, 0.0731, 1.9929)
H (-1.2674, -1.7613, -2.0585)
H (-2.4258, 2.0144, -0.4464)
H (4.1346, -0.0200, -0.5335)
H (-0.6632, 1.7784, 1.1880)
H (3.0005, 1.7213, -0.1147)
H (2.3718, 2.0478, 1.5202)
H (1.4440, 0.9527, 0.5583)
H (-3.8250, 0.8042, -2.5402)
H (-2.6918, 0.0316, -3.7263)
H (-2.4774, 1.6075, -2.7247)

Atom charges from the Mulliken analysis, given in e for atoms 1 to 4: number 1, O, carries -0.5545; number 2, O, carries -0.5535; number 3, C, carries -0.5265; number 4, C, carries 0.5441

# 3
A cluster of 2 separate species, C7H13N in total, computed with the ωB97M-V functional and the def2-TZVPD basis.

Computed properties:
- E_LUMO (alpha / beta): 1.0 / -0.9 eV
- Total charge: 0
- Energy above the lowest of the compared OMol25 structures with the same formula, charge and spin: 28.83 kcal per mole
- Strongest force on any atom: 0.069 hartree/bohr
- Spin multiplicity: 3
- Orbital gap (alpha / beta): 7.788 / 8.678 eV
- Highest occupied orbital energy (alpha / beta): -6.77 / -9.54 eV

Positions of all 21 atoms, in Å:
N (2.4579, -0.7635, 0.4449)
C (-0.4064, -1.2849, -1.2140)
C (-0.5412, -0.9603, 1.1956)
C (-2.0596, 0.3521, -0.3403)
C (0.9755, 1.8311, -0.3011)
C (0.4468, 0.6926, -0.1045)
C (3.2866, 0.0879, 0.8104)
C (-0.6509, -0.2566, -0.1292)
H (-1.2022, -1.9809, -1.3589)
H (3.2144, 1.1992, 0.7717)
H (-2.6197, -0.2136, 0.3466)
H (-1.4868, -1.3042, 1.5724)
H (0.5231, -1.9384, -0.9061)
H (0.1829, -1.7641, 1.1498)
H (-0.1160, -0.2319, 1.9793)
H (-2.0835, 1.4050, -0.2100)
H (-2.3985, 0.1545, -1.3239)
H (-0.3215, -0.7879, -2.2253)
H (2.0695, 1.9914, -0.5069)
H (4.0970, -0.2763, 1.3880)
H (0.4335, 2.8498, -0.2465)

Atom charges from the Mulliken analysis, given in e for atoms 1 to 4: number 1, N, carries -0.3148; number 2, C, carries -1.5375; number 3, C, carries -1.6490; number 4, C, carries -1.5151

# 4
A cluster of 8 separate species, C31H38FN7O3 in total, computed with the ωB97M-V functional and the def2-TZVPD basis.

Computed properties:
- E_LUMO (alpha / beta): 2.5 / 2.4 eV
- Total charge: -1
- Strongest force on any atom: 0.088 hartree/bohr
- Spin multiplicity: 2
- Orbital gap (alpha / beta): 1.900 / 8.043 eV
- Highest occupied orbital energy (alpha / beta): 0.63 / -5.63 eV

Positions of all 80 atoms, in Å:
F (3.2100, 0.2444, 0.3718)
O (1.2923, -0.8490, 0.8705)
O (-1.0591, -0.8291, 1.2738)
O (0.0075, 0.2467, -0.4753)
N (7.9707, 3.3688, 0.4209)
N (-3.9124, -1.8870, 4.2574)
N (-4.0312, 0.2331, 1.1426)
N (1.2208, 4.6390, -4.1411)
N (2.3495, 3.5103, 2.3717)
N (1.3295, -3.8194, -3.2109)
N (-4.2801, -4.5322, 1.6477)
C (-4.5723, -2.7218, 5.0450)
C (-5.1038, -5.1506, 0.7787)
C (1.2864, 0.7191, -0.6332)
C (0.6352, -2.8059, -2.6031)
C (-0.0524, -0.4643, 0.6937)
C (0.2347, -1.8283, -3.5934)
C (-4.7326, -4.7243, -0.4914)
C (2.1218, -0.4176, -0.1678)
C (7.4152, 2.0201, -1.1054)
C (-4.5047, 1.0570, 2.1055)
C (0.3974, 4.0765, -3.1126)
C (3.4270, 3.0407, 1.5691)
C (-5.6592, 0.4640, 2.6641)
C (1.2618, -3.6144, -4.6256)
C (-4.8624, -0.8424, 1.1967)
C (6.5881, 1.6996, -0.0049)
C (1.0712, 3.9659, -5.3032)
C (0.5711, -2.3755, -4.8109)
C (-3.7655, -3.8147, 5.2587)
C (-2.6188, -3.5383, 4.4910)
C (2.2230, 4.6591, 0.3792)
C (-5.9148, -0.6990, 2.0423)
C (-2.6286, -2.2692, 4.1172)
C (8.2870, 3.0455, -0.8592)
C (-3.5515, -4.0815, -0.4142)
C (-0.0927, 2.9691, -3.8011)
C (6.9904, 2.6247, 0.9235)
C (0.1605, 3.0057, -5.1639)
C (-3.2907, -3.8683, 0.9594)
C (3.2193, 3.6796, 0.3432)
C (1.7556, 4.5630, 1.7479)
H (1.5120, 1.6194, -0.0617)
H (-6.7135, -1.4031, 2.2233)
H (1.4177, 0.9126, -1.6979)
H (8.3869, 4.1210, 0.9511)
H (9.0384, 3.6063, -1.3952)
H (-1.8669, -4.2821, 4.2719)
H (-4.2690, -1.1559, 3.6587)
H (-6.2160, 0.8146, 3.5205)
H (0.3729, -1.8621, -5.7402)
H (-3.9311, 1.9389, 2.3495)
H (-5.6175, -2.5223, 5.2297)
H (1.6628, 4.3348, -6.1280)
H (-0.2045, 2.3507, -5.9412)
H (-2.4324, -3.4467, 1.4614)
H (2.1894, 3.3492, 3.3558)
H (-3.0841, 0.1642, 0.7987)
H (-5.8641, -5.7952, 1.1944)
H (0.8298, 4.9953, 2.0975)
H (-0.6639, 2.2126, -3.2835)
H (-5.1487, -5.0952, -1.4165)
H (-4.0817, -4.7276, 5.7415)
H (2.2846, -1.2560, -0.8451)
H (-4.5703, -1.6116, 0.4971)
H (1.7056, -4.2482, -5.3792)
H (4.1627, 2.3677, 1.9842)
H (5.7750, 1.0018, 0.1304)
H (1.8258, 5.4427, -4.0512)
H (1.8666, -4.4626, -2.6470)
H (-2.9329, -3.7121, -1.2188)
H (3.7195, 3.4040, -0.5734)
H (1.9382, 5.3333, -0.4150)
H (6.5898, 2.9316, 1.8783)
H (7.1629, 1.3630, -1.9245)
H (0.7672, -2.7022, -1.5362)
H (-4.3481, -4.5602, 2.6550)
H (-0.1947, -0.8495, -3.4388)
H (0.5059, 4.3159, -2.0651)
H (-1.9675, -1.5861, 3.6047)

Atom charges from the Mulliken analysis, given in e for atoms 1 to 4: number 1, F, carries -0.1365; number 2, O, carries 0.6253; number 3, O, carries -0.4753; number 4, O, carries 0.2321

# 5
A structure of composition C21H20ClF9NbOPd, computed with the ωB97M-V functional and the def2-TZVPD basis.

Computed properties:
- E_LUMO: -8.1 eV
- Total charge: +1
- Strongest force on any atom: 0.179 hartree/bohr
- Orbital gap: 2.599 eV
- Highest occupied orbital energy: -10.66 eV

Positions of all 54 atoms, in Å:
Pd (-0.6522, 4.6478, -1.2411)
Nb (-0.2544, 1.3422, 1.2146)
Cl (-1.7110, 2.8070, -2.1129)
F (0.4978, -3.4050, 3.6682)
F (-0.5002, -5.0917, 1.6894)
F (1.7182, -1.4574, 0.5893)
F (0.3502, -0.1620, 3.8815)
F (-0.6529, -3.1609, 0.2825)
F (2.4659, -1.1864, 2.8901)
F (1.2792, -4.5633, 0.1390)
F (-1.1978, -1.3263, 2.5014)
F (2.4494, -3.7164, 2.3467)
O (-1.8618, 0.2098, -2.9201)
C (0.0685, -0.5648, 2.4516)
C (-4.9097, -1.5394, -0.6096)
C (0.2918, -3.9495, 1.0973)
C (-3.8294, -0.9991, 0.5213)
C (-5.4121, 1.1101, -1.4144)
C (2.6785, 1.6067, -3.5405)
C (-4.3407, 1.6191, -0.2790)
C (2.5510, 1.3835, -0.6189)
C (-0.5853, 0.2211, -0.7323)
C (1.0464, -3.1517, 2.3036)
C (2.0154, 1.9544, -2.0567)
C (-5.7021, -0.5152, -1.6148)
C (-1.3902, 1.0006, -1.9137)
C (4.5978, 0.0679, -2.2068)
C (3.9967, 0.6235, -3.6353)
C (-3.4745, 0.5967, 0.7242)
C (3.9126, 0.4136, -0.7199)
C (4.6966, -0.2286, 0.5675)
C (-2.4521, 1.2490, 1.8074)
C (1.2917, -1.5236, 1.9983)
C (1.9777, 1.6752, 0.8663)
H (-5.1198, -2.6934, -0.7106)
H (4.8435, 0.6438, 1.3663)
H (5.8069, -0.5291, 0.2481)
H (-2.8135, 2.3763, 1.9688)
H (5.5697, -0.6196, -2.2778)
H (-1.2369, -0.7418, -0.4565)
H (-5.9689, 1.9052, -2.1013)
H (-0.0061, 2.2699, 2.7966)
H (-0.5293, 2.9669, 0.4458)
H (2.2016, 2.0569, -4.5084)
H (-4.1517, 2.7808, -0.1459)
H (-6.4522, -0.8603, -2.4547)
H (4.4165, 0.3848, -4.7027)
H (-2.6578, 0.7323, 2.8643)
H (0.3938, -0.2372, -1.2332)
H (1.1017, 2.6809, -2.0654)
H (2.5336, 1.0814, 1.7318)
H (-3.3229, -1.8095, 1.1907)
H (2.2113, 2.8225, 1.1048)
H (4.2215, -1.1978, 1.0154)

Atom charges from the Mulliken analysis, given in e for atoms 1 to 4: number 1, Pd, carries 0.0291; number 2, Nb, carries -0.9354; number 3, Cl, carries -0.1857; number 4, F, carries -0.2553